This record from OMol25 describes a molecular structure, C62H49Cl3CoN7O3S2Si at a distorted geometry. The level of theory is ωB97M-V with the def2-TZVPD basis set.

Geometry as XYZ:
```
128
Properties=species:S:1:pos:R:3:forces:R:3:mulliken_spin:R:1
Co 0.7208 -0.6533 0.6484 0.2104 -0.3944 -0.3274 0.216
Cl -6.8902 1.4170 -1.5614 -0.1074 -0.0505 0.0736 0.006
Cl -4.1216 -1.7702 -4.6627 -0.0705 -0.1465 -0.0302 0.012
Cl -2.6354 3.0660 -7.2211 -0.1687 0.0667 -0.5742 0.000
S 0.8524 2.4566 2.1834 0.0774 1.3695 0.2952 0.009
S -2.4145 5.6517 -5.7640 0.2436 -0.4706 0.1066 0.000
Si 0.8895 -2.9124 0.9803 -0.0144 -0.2285 0.0658 0.052
O -1.0082 1.1692 -5.5908 -0.0489 0.0631 0.1055 -0.006
O 0.7454 1.6588 0.9509 -0.0277 -0.3943 -0.7504 0.044
O -1.2784 -0.2911 0.3473 -0.2518 -0.0366 -0.1077 0.000
N 2.0146 -0.3986 3.0525 0.0725 0.2667 1.3224 0.435
N -2.9425 -1.0106 -0.9907 0.0668 0.0714 0.0749 0.033
N 0.0138 -0.7378 -3.4120 0.1783 -0.1071 0.3353 0.008
N -0.2453 2.9940 -1.3197 -0.0949 0.0733 -0.2595 0.058
N 0.8021 -0.6337 -1.3520 -0.4304 -0.2282 0.0376 -0.002
N -3.3981 1.9746 -4.5206 -0.5588 0.1415 -0.7176 0.968
N 0.7935 -0.4874 2.5610 0.2303 -0.2934 -0.8077 0.211
C -3.2182 -5.0896 1.8400 -0.1293 -0.0292 0.0037 0.000
C -1.4822 -0.0787 3.3318 0.3375 0.1416 -0.2045 0.076
C -0.1814 -0.5584 3.5376 -0.3854 -0.0358 0.8168 -0.101
C 3.9405 4.2965 0.3233 0.0551 0.1250 0.0568 0.001
C -1.3357 5.7011 0.9454 0.1297 -0.0813 -0.0634 -0.003
C -3.0879 -3.7401 2.1188 -0.1831 0.0196 0.0764 0.000
C 2.8830 3.4576 0.6249 -0.1805 -0.2336 -0.0073 -0.001
C -0.9810 -5.1095 0.9741 -0.0036 -0.0261 -0.0200 0.003
C 1.1529 -4.1555 3.5967 -0.1644 0.0044 -0.0955 0.011
C -2.1432 5.9473 2.0427 -0.0851 -0.0184 0.1232 0.001
C -4.6057 2.4486 -2.4378 -0.8117 -0.4549 -0.2027 0.097
C -5.4151 1.3706 -2.5019 0.1954 1.4526 0.5486 0.029
C -5.2221 0.1456 -3.2126 0.7364 -0.8526 -0.8001 -0.003
C 1.8379 -3.5796 2.5294 -0.2410 0.3693 -0.4923 -0.013
C 3.6051 -1.1139 -0.1131 0.1760 0.0017 -0.1264 -0.109
C -1.3735 5.7958 -4.3952 -0.2803 -0.0482 -0.3410 0.008
C -2.5298 1.3397 -2.7368 0.0229 -0.0809 -0.1011 0.749
C -2.1067 -0.7085 5.5686 -0.1624 -0.0219 0.0577 0.068
C 1.1473 0.0276 -3.4497 0.4723 0.3580 0.1554 0.004
C 1.5719 -3.9232 -0.5194 -0.1643 0.3600 0.4695 -0.040
C 3.6855 5.3787 2.4550 -0.0366 0.0294 0.0837 -0.001
C -0.3554 3.8397 2.0805 0.1600 -0.4439 0.2592 -0.001
C 0.7694 -4.1494 -1.6337 -0.0398 0.0553 -0.0036 -0.012
C 3.2195 -3.4634 2.6603 0.1274 -0.0339 -0.0353 -0.030
C 2.6031 -0.8423 0.8015 -0.5900 0.0306 0.4566 0.154
C 2.9803 -0.5217 2.1350 0.3368 -0.0446 -0.9619 -0.137
C 3.8844 -3.8850 3.7979 0.1729 -0.0115 0.0011 -0.011
C -0.4774 2.2124 -4.8018 0.3984 0.2495 0.2193 0.098
C -2.4259 -0.1573 4.3362 -0.0970 -0.0453 0.1721 -0.048
C 3.1814 -4.4359 4.8540 -0.0206 -0.0180 0.0335 -0.001
C -1.1772 4.0625 3.1724 0.1251 -0.2102 0.0027 0.000
C 1.2270 -4.8429 -2.7387 -0.0240 -0.0359 -0.1998 0.002
C -2.9022 0.6771 -4.0404 0.7532 -0.2558 0.2184 -0.157
C 4.9447 -0.9769 0.2324 0.1398 -0.1566 -0.2019 0.184
C 5.3050 -0.6163 1.5286 0.1579 0.0086 0.0149 -0.095
C -0.9879 2.1102 -1.2625 0.8040 0.4304 0.1616 -0.003
C -0.7496 4.6307 -4.1082 -0.0012 0.1502 -0.0594 0.008
C -0.8207 -1.1811 5.7861 -0.1151 0.0023 0.0827 -0.041
C 2.8523 -4.4647 -0.5474 0.0802 0.0319 0.0910 0.006
C -1.9718 3.9773 -5.9522 0.2332 0.5312 0.3273 -0.026
C -2.1626 -5.7703 1.2573 -0.0466 -0.2001 0.0117 -0.001
C -1.8845 1.0675 -1.5107 -0.2604 -0.3119 0.1139 -0.019
C 0.1326 -1.0985 4.7958 0.1073 -0.0205 -0.1585 0.095
C 3.3198 -5.1736 -1.6405 0.1639 -0.0971 -0.0920 -0.002
C -2.0615 5.1292 3.1567 -0.0986 0.0902 0.0785 0.000
C -0.4203 4.6627 0.9703 0.0926 0.1350 -0.0870 0.003
C -0.8287 -3.7547 1.2531 0.5289 0.3915 -0.2971 -0.045
C -1.9047 -3.0836 1.8228 0.0311 0.1408 -0.0424 0.009
C -1.9906 -0.0662 -0.6617 -0.4118 -0.0167 0.2812 0.118
C 2.6284 4.5397 2.7613 0.0131 -0.0546 0.0251 -0.005
C -1.7923 0.1556 -4.9953 0.0939 -0.4900 -0.1818 -0.001
C -1.0926 3.5717 -4.9972 -0.1492 -0.2273 -0.4321 0.019
C 4.3443 5.2512 1.2416 0.1005 0.0493 -0.0740 0.001
C 2.5138 -5.3537 -2.7508 0.0767 -0.0442 -0.0463 -0.002
C 1.6043 0.1090 -2.1684 0.1621 0.1297 -0.4043 -0.001
C -0.1340 -1.1289 -2.1358 0.3044 -0.3382 -0.0202 -0.013
C -3.3185 2.5437 -3.1940 0.2736 -0.0073 0.7704 -0.114
C 4.3396 -0.4017 2.4822 -0.2256 0.0718 0.1525 0.137
C 1.8099 -4.5759 4.7403 -0.0261 -0.1101 0.2187 -0.005
C -4.1000 -0.2110 -3.8850 -1.2080 -0.1020 0.2144 0.094
C -0.8888 -1.0129 -4.4984 -0.5207 0.1626 -0.4180 0.005
C 2.2391 3.5838 1.8400 -0.0066 -0.3066 0.1147 0.003
H 3.9925 6.1388 3.1591 0.0365 0.0262 0.0723 0.000
H -4.8599 3.2779 -1.7911 -0.0655 -0.0761 0.0968 0.006
H -0.5645 -1.6365 6.7335 0.0290 0.0060 0.0818 -0.001
H -6.0390 -0.5601 -3.1762 -0.0070 -0.0576 -0.0496 0.000
H -0.1596 -5.6524 0.5300 0.0876 -0.1309 -0.0422 -0.001
H -2.8330 6.7794 2.0322 -0.0782 0.0353 -0.0062 0.000
H -3.9062 -3.1990 2.5768 -0.0310 0.0445 0.0357 0.000
H 3.6959 -4.7458 5.7546 0.0081 -0.0409 0.0244 0.000
H -0.9011 -1.8124 -1.8396 -0.2026 0.0178 0.0872 0.012
H 4.3204 -5.5877 -1.6243 0.0355 0.0074 -0.0054 0.000
H -3.4282 0.2087 4.1569 -0.0531 0.0712 -0.0351 -0.001
H 0.5839 2.3042 -5.0787 -0.1547 -0.0487 0.1433 0.005
H -2.2573 -6.8232 1.0319 -0.0158 -0.1137 -0.0169 0.000
H 6.3542 -0.5352 1.7837 0.0365 0.0394 0.0560 -0.005
H 3.4996 -4.3398 0.3042 0.1252 0.0000 0.0947 0.004
H 2.4525 0.6410 -1.7850 0.1006 0.0628 0.0295 -0.006
H 1.5341 0.4299 -4.3638 -0.0023 0.0982 -0.1048 -0.001
H -0.5254 1.9846 -3.7310 0.1741 0.0267 -0.2201 -0.043
H -2.8544 -0.7754 6.3461 -0.0636 -0.0110 0.0647 0.007
H 3.3638 -1.4394 -1.1169 -0.0423 -0.0325 -0.0518 0.001
H 0.5832 -4.9875 -3.5959 -0.0895 -0.0225 -0.0504 0.000
H -1.7308 0.3588 2.3783 -0.0253 0.0111 -0.1236 0.001
H -0.2926 -1.3070 -5.3686 -0.1121 -0.0513 0.1092 0.000
H 0.0814 -4.2742 3.5394 -0.1425 0.0026 0.0437 0.001
H -1.3041 6.7347 -3.8847 0.0542 0.2048 0.1622 0.000
H 3.7964 -3.0142 1.8690 0.1399 0.1065 -0.1049 0.024
H -0.0852 4.4901 -3.2740 0.1125 -0.0197 0.1860 0.002
H -3.6955 -0.7635 -1.6111 -0.0351 0.0887 0.0777 -0.003
H 5.7138 -1.1683 -0.5051 0.0378 -0.0286 -0.0446 0.008
H 1.1342 -1.4653 4.9562 0.0410 -0.0342 -0.0007 0.010
H -3.1386 -1.6961 -0.2775 0.0874 -0.0342 0.0426 0.000
H -2.6882 5.3199 4.0141 -0.0868 -0.0011 0.1057 0.000
H 1.2467 -5.0126 5.5530 -0.0958 -0.0229 0.0778 0.000
H -4.1376 -5.6078 2.0746 -0.0779 -0.0480 0.0080 0.000
H 4.5976 -0.1748 3.5055 0.0324 0.0606 0.1505 -0.001
H 0.2234 4.4734 0.1264 -0.0085 0.0840 0.0480 0.001
H -1.8118 -2.0318 2.0401 -0.0302 0.0454 0.0131 -0.008
H 4.9576 -3.7737 3.8637 0.1068 0.0558 -0.0146 0.000
H -0.2473 -3.7925 -1.6280 -0.2351 0.0061 -0.0188 0.000
H 5.1784 5.8986 1.0136 0.0569 0.0830 -0.0280 0.000
H 2.5254 2.7107 -0.0676 -0.0143 -0.1103 -0.0864 -0.001
H -2.9073 3.5551 -3.1367 -0.0505 0.0003 -0.0963 0.007
H 2.0997 4.6331 3.6985 -0.0373 0.0322 0.1455 -0.001
H 2.8837 -5.8916 -3.6127 0.0050 -0.0552 -0.0612 0.000
H -1.5322 -1.8453 -4.2103 0.1627 -0.0119 0.0050 0.002
H -1.1160 3.4051 4.0273 -0.0302 -0.0952 0.1261 0.000
H 4.4429 4.2106 -0.6286 0.0606 -0.0361 -0.0731 0.000
H -1.4140 6.3212 0.0662 0.0394 0.1105 -0.1195 -0.001
H -2.3224 -0.2622 -5.8621 0.0187 -0.0041 0.1810 -0.004
```
Positions in Å, forces in eV/Å.

Computed properties:
**LUMO (spin up / spin down)**: 1.7320 / 1.1383 eV
**Kohn-Sham gap (spin up / spin down)**: 4.89 / 6.06 eV
**Total charge**: -1
**Spin multiplicity**: 4
**F_max**: 0.030 hartree/bohr